(1)
The following is a quantum chemistry calculation of a cluster of 7 separate species, C28H61NO22S7 in total, from the OMol25 dataset.

Results
* E_LUMO: 0.3 eV
* HOMO level: -0.3504 Ha

Each line ends with the Mulliken charge.
Cartesian coordinates (Å):
C 8.413 3.195 2.710  -1.091
N 7.208 3.321 1.879  0.023
C 5.969 3.418 2.680  -0.939
C 7.086 2.242 0.945  0.129
O 6.853 2.418 -0.217  -0.506
C 7.251 0.849 1.536  -0.428
O 6.774 -0.119 0.593  -0.195
S 6.260 -1.538 1.117  0.368
O 6.740 -1.677 2.477  -0.488
O 4.628 -1.216 1.246  -0.024
C 4.170 0.074 1.504  0.835
C 3.684 0.363 2.773  -0.663
C 3.128 1.614 3.019  -0.685
C 3.054 2.561 2.005  -0.900
C 3.596 2.276 0.756  -0.569
C 4.171 1.036 0.501  -0.165
H 9.245 2.835 2.104  0.379
H 8.285 2.517 3.562  0.401
H 8.694 4.178 3.082  0.340
H 5.241 2.653 2.396  0.341
H 6.180 3.288 3.742  0.351
H 5.490 4.383 2.524  0.296
H 8.313 0.659 1.689  0.510
H 6.723 0.781 2.484  0.471
H 3.713 -0.379 3.559  0.446
H 2.739 1.851 4.001  0.457
H 2.594 3.522 2.176  0.453
H 3.583 3.009 -0.040  0.385
H 4.598 0.805 -0.465  0.515
O 1.027 -3.816 -1.555  -0.681
S 1.526 -2.508 -1.850  1.168
O 0.852 -1.711 -2.833  -0.614
O 3.063 -2.617 -2.227  -0.092
C 3.434 -3.599 -3.227  -0.478
C 3.129 -3.140 -4.637  -0.982
C 1.718 -1.571 -0.381  -0.703
H 2.944 -4.543 -2.991  0.379
H 4.504 -3.731 -3.081  0.258
H 2.056 -3.077 -4.812  0.264
H 3.553 -3.850 -5.347  0.391
H 3.559 -2.156 -4.821  0.262
H 2.266 -2.160 0.349  0.179
H 0.718 -1.344 -0.014  0.490
H 2.248 -0.653 -0.618  0.105
O -3.228 1.679 -2.505  -0.636
S -3.110 0.736 -3.583  1.249
O -3.418 1.173 -4.911  -0.641
O -3.961 -0.549 -3.225  -0.252
C -5.336 -0.365 -2.800  -0.045
C -6.267 -0.081 -3.958  -1.051
C -1.526 -0.017 -3.551  -0.998
H -5.374 0.420 -2.046  -0.009
H -5.591 -1.298 -2.306  0.267
H -6.061 0.892 -4.402  0.308
H -7.300 -0.090 -3.610  0.423
H -6.154 -0.833 -4.739  0.293
H -1.322 -0.373 -2.548  0.258
H -0.806 0.745 -3.840  0.451
H -1.512 -0.839 -4.260  0.368
O 2.904 -6.988 3.343  -0.646
S 3.918 -6.752 4.326  1.240
O 3.550 -6.189 5.588  -0.616
O 5.073 -5.886 3.669  -0.304
C 4.683 -4.676 2.974  -0.469
C 4.366 -3.536 3.914  -0.276
C 4.856 -8.214 4.592  -0.944
H 3.845 -4.905 2.314  0.384
H 5.544 -4.439 2.352  0.187
H 3.464 -3.734 4.491  0.471
H 4.219 -2.624 3.339  -0.342
H 5.185 -3.380 4.615  0.297
H 5.160 -8.615 3.629  0.312
H 4.203 -8.912 5.111  0.374
H 5.716 -7.967 5.208  0.316
O -8.008 -2.158 -6.632  -0.593
S -8.945 -1.747 -7.634  1.196
O -9.719 -2.733 -8.323  -0.613
O -8.197 -0.822 -8.682  -0.278
C -6.967 -1.328 -9.256  -0.322
C -7.210 -2.353 -10.343  -0.999
C -10.021 -0.522 -6.977  -0.951
H -6.342 -1.724 -8.455  0.310
H -6.477 -0.442 -9.654  0.286
H -7.633 -3.272 -9.939  0.303
H -6.264 -2.593 -10.831  0.388
H -7.903 -1.964 -11.088  0.265
H -9.424 0.241 -6.485  0.293
H -10.666 -1.027 -6.262  0.375
H -10.608 -0.102 -7.789  0.341
O -6.679 1.840 1.534  -0.692
S -5.703 0.824 1.274  1.260
O -6.073 -0.304 0.472  -0.571
O -5.118 0.318 2.661  -0.272
C -6.071 -0.072 3.679  -0.395
C -6.659 -1.445 3.434  -0.967
C -4.232 1.531 0.636  -0.923
H -6.844 0.694 3.749  0.349
H -5.495 -0.052 4.602  0.269
H -7.296 -1.455 2.552  0.291
H -7.256 -1.741 4.297  0.383
H -5.867 -2.179 3.285  0.264
H -3.937 2.368 1.263  0.398
H -4.452 1.869 -0.375  0.324
H -3.461 0.766 0.608  0.293
O 0.438 4.949 3.213  -0.652
S 1.033 6.032 3.939  1.305
O 1.889 5.742 5.048  -0.639
O -0.102 7.040 4.385  -0.275
C -1.244 6.492 5.094  -0.359
C -0.943 6.203 6.549  -0.972
C 1.865 7.110 2.827  -0.902
H -1.592 5.605 4.565  0.335
H -2.007 7.260 4.996  0.284
H -0.233 5.384 6.655  0.289
H -1.866 5.929 7.059  0.386
H -0.518 7.081 7.033  0.263
H 1.196 7.350 2.006  0.319
H 2.740 6.573 2.466  0.289
H 2.164 8.003 3.367  0.352

=====

(2)
The following is a quantum chemistry calculation of the ion C15H19 with charge +1 in a non-equilibrium geometry, from the OMol25 dataset.

Results
* E_LUMO: -5.5 eV
* HOMO level: -0.4609 Ha
* charge: +1
* energy above the lowest of the compared OMol25 structures with the same formula, charge and spin: 102.4 kJ/mol

Each line ends with the Mulliken charge.
Cartesian coordinates (Å):
C 2.873 1.622 0.360  -1.300
C 1.445 1.519 0.862  0.570
C 0.619 2.751 1.174  -1.212
C 0.911 0.200 1.076  -0.803
H 3.077 2.649 -0.012  0.394
H 3.612 1.401 1.152  0.341
H 3.046 0.899 -0.449  0.346
H 1.094 3.649 0.722  0.391
H -0.407 2.645 0.787  0.304
H 0.535 2.937 2.263  0.326
H -0.081 0.168 1.554  0.587
H 1.706 -0.539 1.330  0.476
C -0.168 -2.214 0.866  -1.065
C 0.912 -3.265 0.546  -0.770
C 1.625 -2.677 -0.647  -0.474
C 1.095 -1.466 -1.050  -0.788
C 0.103 -0.975 -0.080  1.852
C -1.126 -0.240 -0.578  0.351
C -1.034 0.616 -1.666  -0.420
C -2.118 1.357 -2.095  -0.689
C -3.368 1.251 -1.462  -0.536
C -3.475 0.400 -0.354  -0.693
C -2.372 -0.390 0.057  -0.296
H -1.164 -2.636 0.688  0.476
H -0.033 -1.922 1.912  0.344
H 1.553 -3.311 1.448  0.315
H 0.542 -4.286 0.391  0.392
H 2.484 -3.195 -1.084  0.461
H 1.326 -0.967 -1.987  0.417
H -0.049 0.768 -2.151  0.222
H -2.000 2.069 -2.927  0.378
H -4.218 1.864 -1.777  0.400
H -4.421 0.367 0.215  0.379
H -2.526 -1.049 0.917  0.324

=====

(3)
The following is a quantum chemistry calculation of a cluster of 23 separate species, C14H76N3O23 in total in a non-equilibrium geometry, from the OMol25 dataset.

Results
* E_LUMO: -5.0 eV
* HOMO level: -0.4445 Ha
* charge: +1

Each line ends with the Mulliken charge.
Cartesian coordinates (Å):
C 4.142 -3.149 -0.439  -0.781
C 4.172 -1.572 -0.993  0.127
C 2.679 -0.965 -0.689  -0.494
C 2.628 0.707 -0.699  0.272
C 1.572 1.097 0.536  0.117
C 0.610 2.387 0.173  -0.315
C -0.950 1.950 0.557  0.380
N -1.173 1.732 2.037  0.208
C -2.108 0.547 2.306  -0.707
N -3.431 0.852 2.508  0.002
N -1.470 -0.821 2.376  0.294
C -2.473 -1.951 2.357  -0.641
C -3.412 -2.033 1.017  -0.469
C -2.652 -1.686 -0.393  0.358
C -3.776 -0.980 -1.380  -0.190
C -3.155 -0.349 -2.762  -0.358
O -1.697 -0.152 -2.754  -0.257
C -1.010 -1.190 -3.539  -0.357
H 5.201 -3.654 -0.479  0.245
H 3.361 -3.767 -1.082  0.033
H 3.715 -3.171 0.675  0.319
H 4.945 -1.004 -0.316  0.086
H 4.471 -1.602 -2.126  0.158
H 1.864 -1.410 -1.429  0.083
H 2.368 -1.378 0.386  0.169
H 3.697 1.131 -0.466  0.304
H 2.179 1.069 -1.730  -0.187
H 0.840 0.162 0.609  -0.490
H 2.170 1.222 1.543  0.178
H 0.729 2.658 -0.961  0.147
H 0.952 3.264 0.881  0.049
H -1.630 2.878 0.249  0.022
H -1.291 1.062 -0.126  -0.366
H -0.275 1.623 2.565  0.283
H -4.056 0.888 1.650  0.210
H -3.868 1.128 3.416  0.284
H -0.690 -0.949 1.695  0.223
H -1.875 -2.978 2.458  0.356
H -3.146 -1.882 3.324  0.227
H -3.890 -3.102 0.908  0.370
H -4.283 -1.239 1.135  0.156
H -2.350 -2.724 -0.896  0.269
H -1.657 -1.080 -0.286  -0.287
H -4.281 -0.080 -0.788  0.033
H -4.574 -1.825 -1.640  0.192
H -3.559 -1.006 -3.648  0.307
H -3.643 0.729 -2.917  -0.084
H -1.623 -1.616 -4.443  0.361
H -0.723 -2.073 -2.823  0.004
H -0.036 -0.695 -3.989  0.141
O -4.916 -5.102 0.191  -0.631
H -4.925 -5.301 -0.757  0.333
H -4.480 -5.871 0.587  0.293
O 6.832 -1.770 0.967  -0.631
H 7.378 -2.489 0.616  0.302
H 7.317 -1.468 1.749  0.316
O -0.556 5.426 1.417  -0.653
H 0.316 5.395 0.996  0.344
H -0.733 4.505 1.658  0.336
O -3.192 0.647 5.473  -0.649
H -2.438 0.565 4.869  0.352
H -3.443 -0.271 5.659  0.343
O -4.268 3.327 -1.018  -0.636
H -3.722 2.608 -1.369  0.255
H -3.783 3.629 -0.236  0.368
O -2.351 4.434 -3.097  -0.623
H -2.921 4.392 -2.314  0.391
H -2.002 3.534 -3.181  0.282
O 1.064 2.246 4.205  -0.578
H 0.857 2.989 4.791  0.254
H 1.605 1.659 4.753  0.277
O 2.640 3.022 6.568  -0.642
H 2.885 3.509 5.768  0.323
H 3.401 3.139 7.156  0.313
O 2.800 2.297 -3.383  -0.586
H 3.339 2.973 -3.820  0.282
H 1.888 2.564 -3.576  0.285
O 4.900 -4.326 -3.364  -0.613
H 5.439 -3.650 -3.801  0.284
H 3.988 -4.060 -3.556  0.269
O 7.608 1.372 0.728  -0.649
H 8.362 1.290 0.124  0.304
H 7.357 0.455 0.914  0.353
O 4.684 2.322 8.519  -0.694
H 5.470 1.764 8.419  0.322
H 4.173 1.884 9.215  0.334
O -0.874 7.903 2.821  -0.617
H -0.611 7.273 2.134  0.361
H -0.389 7.611 3.606  0.297
O 1.252 -3.695 -2.719  -0.465
H 0.812 -4.332 -2.137  0.244
H 0.562 -3.437 -3.348  0.198
O -4.903 1.994 -4.695  -0.657
H -5.824 2.065 -4.403  0.321
H -4.647 2.908 -4.890  0.330
O 2.933 0.334 8.224  -0.636
H 3.038 1.070 7.603  0.395
H 2.057 -0.024 8.016  0.298
O -4.991 -6.781 -2.257  -0.657
H -4.238 -6.862 -2.860  0.323
H -5.243 -7.698 -2.071  0.322
O 2.641 -6.487 -3.462  -0.619
H 2.886 -5.999 -4.263  0.305
H 3.402 -6.369 -2.875  0.326
O 3.198 -2.082 -4.665  -0.590
H 2.277 -2.010 -4.373  0.281
H 3.453 -1.168 -4.860  0.298
O -6.847 -1.753 -2.436  -0.592
H -7.287 -2.390 -1.853  0.297
H -7.538 -1.495 -3.065  0.292
O 5.419 3.302 1.822  -0.617
H 5.965 2.582 1.471  0.322
H 5.904 3.603 2.605  0.305
O -7.182 3.028 -6.652  -0.628
H -6.900 3.842 -7.095  0.320
H -6.431 2.427 -6.766  0.324

=====

(4)
The following is a quantum chemistry calculation of a structure of composition C26H31FN4O3SiTa, from the OMol25 dataset.

Results
* E_LUMO: -3.7 eV
* HOMO level: -0.3944 Ha
* charge: +1
* energy above the lowest of the compared OMol25 structures with the same formula, charge and spin: 34.4 kJ/mol

Each line ends with the Mulliken charge.
Cartesian coordinates (Å):
Ta 0.071 0.196 -0.280  2.055
O 1.915 0.497 -0.536  -0.278
C 3.119 0.613 0.077  0.447
C 4.264 0.737 -0.691  -0.896
C 5.486 0.844 -0.045  -0.553
C 5.567 0.831 1.345  -0.811
C 4.417 0.714 2.099  -0.782
C 3.169 0.603 1.474  0.702
C 1.972 0.511 2.276  -0.206
N 0.780 0.385 1.809  0.602
N -0.212 0.314 2.798  -1.143
C -1.370 0.312 2.232  0.874
O -1.477 0.439 0.909  -0.568
C -2.618 0.167 2.989  0.197
C -3.842 0.322 2.343  -0.089
C -5.021 0.185 3.059  -0.836
C -4.978 -0.110 4.414  -0.382
C -3.757 -0.267 5.059  -0.717
C -2.577 -0.129 4.351  -0.411
H 4.184 0.759 -1.769  0.498
H 6.387 0.946 -0.634  0.444
H 6.527 0.920 1.833  0.424
H 4.466 0.714 3.181  0.442
H 2.069 0.555 3.358  0.461
H -3.864 0.549 1.287  0.393
H -5.971 0.311 2.559  0.424
H -5.900 -0.215 4.972  0.408
H -3.728 -0.495 6.116  0.406
H -1.622 -0.244 4.844  0.433
C 0.382 -5.265 1.760  -1.043
N -0.265 -4.000 1.466  -0.221
C 0.363 -2.885 1.072  0.458
N 1.712 -2.931 0.941  -0.250
O -0.292 -1.853 0.816  -0.517
H -0.386 -6.009 1.949  0.323
H 1.009 -5.201 2.651  0.317
H 0.979 -5.608 0.913  0.347
H -1.266 -3.918 1.527  0.291
H 2.244 -3.700 1.309  0.241
H 2.201 -2.061 0.814  0.072
C -0.723 3.680 -0.043  -1.171
Si -0.897 2.394 -1.409  0.232
C 0.035 2.993 -2.917  -0.898
C -2.716 2.115 -1.785  -0.945
H -1.163 4.626 -0.372  0.410
H 0.324 3.875 0.200  0.307
H -1.238 3.379 0.872  0.255
H -0.381 3.947 -3.253  0.477
H -0.026 2.287 -3.744  0.133
H 1.090 3.156 -2.687  0.262
H -3.148 3.040 -2.177  0.433
H -3.266 1.841 -0.883  0.178
H -2.872 1.338 -2.534  0.283
F 0.325 0.856 -6.895  -0.344
C 0.218 0.343 -5.661  0.373
C -1.037 0.049 -5.163  -0.765
C -1.133 -0.475 -3.884  -0.108
C 0.004 -0.719 -3.109  -0.224
C -0.130 -1.340 -1.751  -1.788
C 1.251 -0.401 -3.651  -0.017
C 1.368 0.129 -4.926  -0.756
H -1.912 0.226 -5.773  0.439
H -2.110 -0.735 -3.494  0.477
H 0.633 -2.094 -1.546  0.711
H -1.108 -1.813 -1.630  0.643
H 2.147 -0.595 -3.074  0.402
H 2.330 0.367 -5.358  0.446

=====

(5)
The following is a quantum chemistry calculation of a cluster of 6 separate species, C13H31F3N9O10 in total in a non-equilibrium geometry, from the OMol25 dataset.

Results
* E_LUMO: -3.4 eV
* HOMO level: -0.4451 Ha
* charge: +1

Each line ends with the Mulliken charge.
Cartesian coordinates (Å):
N 3.316 -2.385 1.737  -0.525
C 2.409 -1.264 1.531  -0.884
C 0.985 -1.704 1.173  -0.715
C 0.078 -0.568 0.750  0.321
C -1.225 -1.169 0.144  -1.260
N -2.354 -0.326 0.654  0.435
C -3.423 -1.234 1.200  -0.921
C -4.783 -0.591 1.420  -0.548
C -5.610 -1.481 2.318  0.706
F -5.267 -1.278 3.632  -0.267
F -5.382 -2.810 2.054  -0.269
F -6.944 -1.252 2.189  -0.248
C -1.778 0.449 1.594  -0.264
N -2.296 1.477 2.172  0.048
N -0.458 0.130 1.935  -0.416
H 3.285 -2.956 0.906  0.189
H 2.998 -2.954 2.507  0.285
H 2.815 -0.666 0.725  0.340
H 2.398 -0.670 2.434  0.380
H 0.566 -2.202 2.042  0.478
H 1.050 -2.441 0.384  0.265
H 0.507 0.081 0.002  0.570
H -1.258 -1.257 -0.932  0.296
H -1.291 -2.182 0.517  0.474
H -3.539 -2.015 0.471  0.578
H -3.083 -1.708 2.117  0.389
H -5.285 -0.499 0.476  0.286
H -4.705 0.383 1.873  0.264
H -3.193 1.905 1.966  0.243
H -1.733 1.908 2.881  0.347
H -0.563 -0.530 2.703  0.430
C -3.849 2.775 -1.854  -0.709
N -4.520 1.992 -0.784  1.002
O -5.165 1.032 -1.100  -0.551
O -4.382 2.393 0.365  -0.625
H -4.069 2.303 -2.803  0.340
H -4.238 3.788 -1.814  0.316
H -2.783 2.771 -1.641  0.197
C 0.493 3.994 1.364  -0.771
N 0.928 3.240 0.156  0.904
O 0.075 2.963 -0.666  -0.498
O 2.094 2.959 0.061  -0.536
H -0.573 4.159 1.268  0.295
H 0.736 3.391 2.234  0.280
H 1.031 4.936 1.382  0.320
C 3.287 -2.507 -2.569  -0.569
N 2.607 -3.536 -1.733  0.936
O 3.293 -4.235 -1.021  -0.517
O 1.399 -3.601 -1.811  -0.566
H 4.353 -2.560 -2.383  0.202
H 3.053 -2.726 -3.606  0.302
H 2.883 -1.541 -2.282  0.237
C 0.112 4.932 -3.407  -0.398
N -1.025 5.877 -3.224  0.921
O -1.791 5.653 -2.305  -0.537
O -1.112 6.797 -3.993  -0.534
H 0.040 4.170 -2.641  -0.019
H 0.028 4.504 -4.401  0.301
H 1.030 5.504 -3.317  0.296
C 6.924 -4.401 0.167  -0.616
N 7.375 -4.025 -1.200  0.866
O 8.294 -4.635 -1.684  -0.517
O 6.780 -3.116 -1.744  -0.552
H 7.543 -5.217 0.517  0.310
H 7.029 -3.525 0.798  0.282
H 5.882 -4.698 0.091  0.203

=====

(6)
The following is a quantum chemistry calculation of a structure of composition C3H4O3, from the OMol25 dataset.

Results
* E_LUMO: 0.4 eV
* HOMO level: -0.3737 Ha
* energy above the lowest of the compared OMol25 structures with the same formula, charge and spin: 400.5 kJ/mol

Each line ends with the Mulliken charge.
Cartesian coordinates (Å):
O -1.089 -0.396 -0.751  -0.477
C 0.144 -0.618 -0.008  0.052
C -0.838 0.065 0.851  0.033
O -1.022 1.332 0.655  -0.607
C 1.353 0.131 -0.507  -0.014
O 2.456 -0.352 -0.462  -0.440
H -1.130 0.843 -0.522  0.432
H 0.338 -1.676 0.159  0.362
H -1.404 -0.496 1.600  0.369
H 1.167 1.149 -0.899  0.290